{
  "formula": "C5H13NO3",
  "method": "wB97M-V/def2-TZVPD",
  "largest_force_ev_per_a": 1.2,
  "e_homo_ev": [-8.23, -8.23],
  "orbital_gap_ev": [8.2, 8.2],
  "relative_energy_kcal_mol": 140.5,
  "elements": ["O", "O", "O", "N", "C", "C", "C", "C", "C", "H", "H", "H", "H", "H", "H", "H", "H", "H", "H", "H", "H", "H"],
  "positions_angstrom": [[-0.91503, -0.40947, -1.63093], [-1.84830, -0.87491, 0.32158], [-0.76298, 1.97214, -1.55010], [0.33257, 1.91624, -0.90062], [-0.89823, 1.77937, 1.51500], [0.20988, 0.92388, 0.95391], [0.33589, -1.86275, -0.21122], [-0.71361, -0.79408, -0.41997], [1.68092, -1.54114, -0.85181], [1.55203, -1.31025, -1.90913], [-1.06698, 0.69128, -1.74784], [2.35620, -2.39302, -0.76530], [0.29617, -0.03289, 1.47097], [-1.64471, -1.12319, 1.23248], [-1.87039, 1.47629, 1.11690], [1.19829, 1.36423, 1.04910], [0.45302, -2.05846, 0.85715], [-0.94814, 1.70573, 2.60641], [-0.08471, -2.77058, -0.65987], [0.94165, 1.20632, -1.35736], [2.15210, -0.68835, -0.36217], [-0.75563, 2.82361, 1.24281]],
  "atomic_forces_ev_per_a": [[0.139, -0.092, 0.775], [0.571, 0.278, -0.187], [-0.261, -0.766, -0.014], [-0.017, -0.600, 0.377], [0.066, -0.041, 0.000], [0.225, 0.519, -0.259], [0.188, 0.252, 0.131], [-0.696, -0.247, -0.944], [-0.088, 0.016, 0.034], [0.011, -0.012, 0.024], [0.225, 0.658, 0.115], [-0.048, 0.019, -0.009], [-0.166, -0.214, -0.172], [0.067, -0.027, -0.024], [0.003, -0.005, 0.019], [-0.009, 0.118, 0.037], [-0.028, -0.006, -0.022], [-0.042, 0.022, -0.037], [-0.054, 0.095, 0.027], [-0.079, 0.030, 0.127], [-0.030, 0.009, 0.000], [0.024, -0.007, 0.002]]
}